w | ORCA calculation (ωB97M-V/def2-TZVPD) on a 2-piece molecular cluster, C10H13O2 overall.

Results
2S+1: 1
Kohn-Sham gap in eV: 6.621
Charge: -1
E_HOMO in eV: -3.805

```
25
C10H13O2 (ωB97M-V/def2-TZVPD)
C -1.07050 0.99644 -3.35209
C 2.31712 0.17622 -1.72238
C 1.20590 0.31531 -2.53677
C 2.09138 0.37631 -0.33713
C -0.03874 0.72074 -2.21141
C 0.81879 0.94045 0.02800
C -0.22715 1.19137 -0.90974
H 3.24395 -0.22045 -2.03602
H 1.45735 0.09369 -3.63665
H 2.86364 0.04880 0.39308
H 0.84956 1.48951 0.99896
H -0.78525 1.62966 -4.22900
H -1.95980 1.53437 -3.23197
H -1.07982 1.66918 -0.54113
H -1.23523 -0.00730 -3.80363
C -0.37822 -1.15235 2.40145
C -1.80735 -0.63616 2.13133
C -0.07463 -1.64403 3.84015
O -1.03854 -1.79525 4.63615
O 1.14160 -1.72865 4.10785
H -0.09914 -1.89785 1.53764
H 0.23883 -0.30416 2.33159
H -2.03662 -0.83582 1.03118
H -1.98917 0.35669 2.44662
H -2.40797 -1.31672 2.66390
```


x | ORCA calculation (ωB97M-V/def2-TZVPD) on a 2-piece molecular cluster, C10H13O2 overall.

Results
2S+1: 1
Kohn-Sham gap in eV: 7.159
Charge: -1
E_HOMO in eV: -3.902

```
25
C10H13O2 (ωB97M-V/def2-TZVPD)
C -0.79548 -0.29621 -0.63745
C -1.01161 2.90890 1.21608
C -2.37917 2.81544 1.45286
C -0.41153 1.86225 0.44402
C -1.29711 0.84746 0.09374
C -3.22297 1.83946 1.06196
C -2.67537 0.82519 0.23634
H -0.40655 3.63840 1.61873
H -2.73926 3.67484 2.05625
H 0.65387 1.92013 -0.01606
H -4.30658 1.93774 1.13853
H -0.20858 -0.81290 0.08142
H -0.09382 -0.02970 -1.45133
H -3.32610 0.35833 -0.51143
H -1.40090 -1.01685 -1.18696
C 2.21972 -2.23320 0.40608
C 3.58809 -1.47915 0.41843
C 1.61909 -2.04085 -1.14549
O 2.21125 -1.11104 -1.83157
O 0.62177 -2.76268 -1.39392
H 2.17622 -3.35820 0.58121
H 1.46127 -1.86418 0.89155
H 4.16055 -1.83021 1.22877
H 3.36885 -0.36099 0.49742
H 4.19489 -1.56241 -0.40362
```


Tell me which of them is the least stable. Sure, it is x.


w | ORCA calculation (ωB97M-V/def2-TZVPD) on an isolated ion of composition C12H17N2 and charge +1.

Results
SMILES: C\[NH+]=C(C)/C(C)=c1/cccc/c1=C/N
2S+1: 1
Kohn-Sham gap (alpha / beta) in eV: 6.552 / 6.551
Charge: +1
E_HOMO (alpha / beta) in eV: -11.299 / -11.299

```
31
C12H17N2 (ωB97M-V/def2-TZVPD)
C -1.49571 1.39003 -1.06567
N -1.66181 -0.11590 -1.12148
C -0.56143 -0.94325 -1.24415
C -0.66282 -2.08731 -2.20897
C 0.64057 -0.68741 -0.67311
C 1.75415 -1.58279 -1.09025
C 0.85620 0.27260 0.37361
C 2.07076 1.00411 0.45294
C 2.42201 1.98711 1.42858
C 1.40019 2.27062 2.39721
C 0.15663 1.72882 2.21255
C -0.13815 0.66092 1.38485
C -1.31784 -0.02343 1.74178
N -1.77834 -1.23424 1.36705
H -1.70834 1.78027 -0.10749
H -0.56096 1.80367 -1.27822
H -2.26126 1.89743 -1.74573
H -2.36056 -0.38892 -1.78705
H 0.06001 -2.07461 -3.06303
H -1.63530 -2.16038 -2.54801
H -0.51220 -3.05913 -1.73049
H 2.69474 -1.40825 -0.56070
H 1.89553 -1.52867 -2.17748
H 1.46365 -2.56875 -0.89383
H 2.83979 0.78315 -0.32581
H 3.49049 2.34580 1.45123
H 1.54334 3.01933 3.16715
H -0.70520 2.00797 2.70908
H -1.90442 0.36795 2.53329
H -2.75814 -1.53386 1.58210
H -1.26558 -1.92290 0.82006
```


x | ORCA calculation (ωB97M-V/def2-TZVPD) on a 2-piece molecular cluster, C12H17N2 overall.

Results
2S+1: 1
Kohn-Sham gap (alpha / beta) in eV: 7.659 / 7.660
Charge: +1
E_HOMO (alpha / beta) in eV: -11.784 / -11.784

```
31
C12H17N2 (ωB97M-V/def2-TZVPD)
C -4.19855 -0.01803 0.01764
C -3.51957 0.39526 1.10437
C -3.57626 -0.28669 -1.24464
C -2.17464 0.86049 0.87218
C -2.24799 -0.08738 -1.39596
C -1.52473 0.64508 -0.32220
C 1.93970 2.45751 -0.30375
C 0.68277 1.83052 0.14546
C 0.80750 -1.27070 0.68046
C 2.91030 -2.16233 1.18842
C 2.52859 -1.30089 -1.10046
C -0.19628 1.18920 -0.69390
N 1.97045 -1.57094 0.24462
N -0.17025 -1.25595 1.37301
H -5.27761 -0.08963 0.21672
H -3.83950 0.54145 2.12340
H -4.24014 -0.70461 -2.03108
H -1.57563 1.23479 1.73084
H -1.80542 -0.22551 -2.30567
H 2.77538 1.79897 -0.34361
H 2.17346 3.26074 0.36505
H 0.43972 1.86775 1.15525
H 2.53615 -3.06518 1.73711
H 3.87156 -2.02176 0.70825
H 3.12067 -1.45213 1.98283
H 3.19716 -0.48817 -1.04193
H 2.94867 -2.26707 -1.53694
H 1.66935 -1.03256 -1.78063
H 0.12028 1.06917 -1.68246
H 1.70288 2.83767 -1.30966
H -1.04804 -0.68909 1.44729
```


Tell me which of them is the least stable. Sure, it is x.